1.
# C5H11N3O

2 unconnected molecules or ions with the total composition C5H11N3O (ωB97M-V/def2-TZVPD, OMol25).

Geometry as XYZ:
```
20
Properties=species:S:1:pos:R:3:forces:R:3
O 0.57072 -1.70261 -0.62509 0.29 0.17 0.10
N 1.67250 1.27975 0.75145 0.12 0.01 0.57
N -2.15207 -0.80380 -1.03185 -0.26 -0.30 -0.55
N -2.99225 0.88482 0.25568 -0.39 0.47 0.23
C 1.02733 -0.93231 0.19159 0.17 -0.40 0.37
C -2.05105 -0.05104 -0.02810 0.64 -0.22 0.14
C 1.13105 0.83664 -1.62299 -0.01 0.07 -0.02
C 1.37836 -1.32484 1.59548 -0.21 -0.20 0.04
C 1.31901 0.50194 -0.17798 -0.03 0.43 -0.66
H -3.84981 0.81466 -0.26876 -0.01 0.01 0.05
H 2.44497 -1.54491 1.62385 0.11 0.02 0.05
H 1.19504 -0.49922 2.27545 0.04 -0.02 0.08
H -3.05204 1.25492 1.18743 0.00 -0.02 -0.04
H 1.73393 0.16786 -2.23522 -0.01 -0.02 -0.08
H 1.85796 2.23912 0.46341 -0.09 -0.10 -0.32
H 0.08841 0.66834 -1.89349 -0.01 -0.02 -0.08
H 1.40015 1.87050 -1.82988 0.02 0.01 0.03
H 0.82986 -2.21661 1.88709 -0.01 -0.04 -0.06
H -1.19381 -0.02396 0.66944 -0.27 -0.07 -0.12
H -1.35827 -1.41923 -1.18753 -0.06 0.21 0.28
```
Forces are in eV/Å.

Properties
LUMO level ... 0.07 eV
Gap between HOMO and LUMO ... 9.26 eV
Energy above the lowest of the compared OMol25 structures with the same formula, charge and spin ... 103.25 kJ/mol
SMILES ... [H]/N=C(\C)C(C)=O.[H]/N=C/N
HOMO level ... -9.2 eV
M ... 129.163 g/mol

2.
# BrClH4Si2

BrClH4Si2 in the gas phase (ωB97M-V/def2-TZVPD, OMol25).

Geometry as XYZ:
```
8
Properties=species:S:1:pos:R:3:forces:R:3
Br 2.71860 -1.21343 -0.06473 -1.95 1.81 0.54
Cl 0.88898 2.45907 -0.28664 0.33 0.01 -0.28
Si -1.03403 -0.57338 -0.52353 0.02 -0.17 1.65
Si 0.69550 0.58034 0.50073 1.73 -0.47 -0.01
H -2.31339 0.09945 -0.68917 -0.07 0.63 -0.58
H -1.43760 -1.16703 0.85832 0.55 -0.72 -1.27
H -0.38009 -1.10493 -1.75779 -0.48 -0.39 0.53
H 0.86202 0.91990 1.96281 -0.13 -0.69 -0.58
```
Forces are in eV/Å.

Properties
LUMO level ... -0.91 eV
Gap between HOMO and LUMO ... 9.03 eV
Energy above the lowest of the compared OMol25 structures with the same formula, charge and spin ... 165.90 kJ/mol
SMILES ... [SiH3][Si@H](Cl)Br
HOMO level ... -9.9 eV
M ... 175.561 g/mol